(1)
The following is a DFT calculation (ωB97M-V with the def2-TZVPD basis set) of an isolated molecule of C20H16ClNO4S.

As for the SMILES: CCOC(=O)[C@@H]1C(=O)/C(=C/c2cccc(O)c2)S/C1=N\c1ccc(Cl)cc1. For the total energy, the calculation gives -54034.5479 eV. The energy above the lowest of the compared OMol25 structures with the same formula, charge and spin is 3.436 eV. Its HOMO energy is -8.4 eV.

Structure (XYZ):
```
43
C20H16ClNO4S, DFT ωB97M-V with the def2-TZVPD basis set
C -5.74 -0.38 -1.05
C -5.11 0.62 -2.10
O -3.93 1.24 -1.65
C -2.79 0.49 -1.64
O -2.72 -0.68 -2.01
C -1.47 1.15 -1.38
C -0.36 0.75 -2.35
O -0.57 0.95 -3.51
C 0.92 0.15 -1.84
C 2.19 0.09 -2.41
C 3.36 -0.45 -1.65
C 3.38 -1.51 -0.82
C 4.59 -1.96 -0.31
C 5.74 -1.23 -0.51
C 5.74 -0.10 -1.37
O 6.92 0.63 -1.54
C 4.55 0.31 -1.88
S 0.54 -0.28 -0.20
C -1.03 0.56 -0.05
N -1.67 0.98 1.06
C -1.28 0.59 2.28
C -1.20 1.48 3.31
C -1.03 1.16 4.71
C -0.84 -0.20 5.03
Cl -0.52 -0.36 6.75
C -0.97 -1.21 4.05
C -1.14 -0.76 2.71
H -6.70 -0.61 -1.20
H -5.71 0.00 -0.04
H -5.20 -1.31 -0.97
H -5.75 1.50 -2.11
H -5.09 0.18 -3.10
H -1.55 2.29 -1.34
H 2.36 0.49 -3.45
H 2.53 -2.11 -0.46
H 4.64 -2.76 0.36
H 6.68 -1.57 -0.14
H 7.75 0.10 -1.42
H 4.65 1.20 -2.48
H -1.20 2.50 3.13
H -0.92 1.82 5.48
H -0.92 -2.30 4.20
H -1.15 -1.44 1.91
```

(2)
The following is a DFT calculation (ωB97M-V with the def2-TZVPD basis set) of an isolated molecule of C5H8N2O.

As for the SMILES: C1=C\N=C/NOCC/1. For the total energy, the calculation gives -10338.8377 eV. The energy above the lowest of the compared OMol25 structures with the same formula, charge and spin is 3.888 eV. Its HOMO energy is -8.9 eV.

Structure (XYZ):
```
16
C5H8N2O, DFT ωB97M-V with the def2-TZVPD basis set
C 0.83 -0.81 -1.29
C 0.14 -1.63 -0.52
N -0.04 -1.52 0.89
C -0.91 -0.70 1.28
N -1.32 0.55 0.71
O -0.28 1.50 0.57
C 0.25 1.51 -0.70
C 1.39 0.48 -0.85
H 0.85 -1.08 -2.34
H -0.33 -2.47 -0.92
H -1.21 -0.92 2.30
H -1.95 0.97 1.38
H 0.71 2.52 -0.89
H -0.58 1.37 -1.43
H 2.15 0.94 -1.49
H 1.84 0.39 0.15
```

(3)
The following is a DFT calculation (ωB97M-V with the def2-TZVPD basis set) of a structure of composition CH5N2PS.

For the total energy, the calculation gives -24219.9094 eV. The energy above the lowest of the compared OMol25 structures with the same formula, charge and spin is 2.090 eV. Its HOMO energy is -8.5 eV.

Structure (XYZ):
```
10
CH5N2PS, DFT ωB97M-V with the def2-TZVPD basis set
C 1.12 -0.16 -0.23
N -0.33 -1.30 -0.50
N 0.37 0.82 0.17
P -1.38 0.69 0.12
S 2.63 -0.46 -0.40
H -0.16 -2.22 -0.08
H -0.28 -1.22 -1.56
H 0.85 1.72 0.46
H -1.25 2.05 0.76
H -1.57 0.07 1.26
```

(4)
The following is a DFT calculation (ωB97M-V with the def2-TZVPD basis set) of an isolated molecule of C4H8O2S.

For the total energy, the calculation gives -19202.0962 eV. The energy above the lowest of the compared OMol25 structures with the same formula, charge and spin is 6.302 eV. Its HOMO energy (spin up / spin down) is -7.3 / -7.4 eV.

Structure (XYZ):
```
15
C4H8O2S, DFT ωB97M-V with the def2-TZVPD basis set
C 1.59 0.32 0.57
C -0.72 -0.14 0.89
C 2.42 1.28 -0.25
C -3.03 -0.85 -0.41
O -2.19 1.67 -0.55
O 0.32 0.44 0.44
S -2.34 0.61 0.41
H 1.98 -0.26 1.27
H -0.58 -0.71 1.72
H 2.08 1.42 -1.23
H 3.59 0.94 -0.26
H 2.52 2.26 0.10
H -2.67 -1.83 -0.04
H -2.76 -1.02 -1.43
H -4.14 -1.05 -0.26
```